No. 1
Below is an isolated molecule of C4H7NO, with properties calculated with the ωB97M-V functional and the def2-TZVPD basis.

XYZ file:
```
13
C4H7NO | OMol25 | the ωB97M-V functional and the def2-TZVPD basis
C 0.61944 1.16895 -1.01467
C 0.47383 -0.14363 -0.25962
C 0.01058 0.01593 1.20329
O -0.96503 -1.03070 1.37404
C -1.23277 -1.45660 0.11815
N -0.54760 -1.02353 -0.85293
H 0.72625 0.97262 -2.08485
H 1.50277 1.72158 -0.67519
H -0.26153 1.80417 -0.87021
H 1.42823 -0.68574 -0.30662
H -0.49403 0.97689 1.36847
H 0.79438 -0.11609 1.95138
H -2.04376 -2.17615 0.05053
```

M (g mol⁻¹): 85.11
SMILES: C[C@H]1COC=N1
Calculated total energy (eV): -7798.627

***

No. 2
Below is an isolated molecule of C3H9O3P at a distorted geometry, with properties calculated with the ωB97M-V functional and the def2-TZVPD basis.

XYZ file:
```
16
C3H9O3P | OMol25 | the ωB97M-V functional and the def2-TZVPD basis
C 1.47784 -0.92140 -1.15770
C 0.12772 -0.32702 1.76582
C -0.88108 0.99882 -0.51468
O -1.82053 -1.75950 0.38488
O -1.23347 2.05790 0.34556
O 0.16088 -1.28582 -0.94045
P -0.79113 -0.70569 0.26742
H 1.56235 -0.33684 -2.06559
H 2.11235 -1.78107 -1.30124
H 1.71678 -0.15817 -0.51432
H -0.39161 -0.74313 2.56563
H 1.17549 -0.54015 1.68952
H -0.16031 0.64958 2.01422
H 0.18520 1.22599 -0.96085
H -1.52595 0.91120 -1.38274
H -1.71454 2.71529 -0.19546
```

M (g mol⁻¹): 124.08
SMILES: CO[P@](C)(=O)CO
Calculated total energy (eV): -18687.924

***

Per-record frontier orbital gap, eV: 10.65; 10.57
Per-record LUMO, eV: 1.0; 0.5
Per-record ΔE to the lowest compared entry with this formula, charge and spin, kcal per mole: 23.5; 18.3